The following is a DFT calculation (ωB97M-V/def2-TZVPD) of 6 unconnected molecules or ions with the total composition C32H39N7O4 in a non-equilibrium geometry.

The geometry in XYZ format:
```
82
Properties=species:S:1:pos:R:3:forces:R:3
C 2.56020 0.16392 -0.48625 0.64 -0.15 1.09
O 2.05590 1.06041 -1.46405 -0.31 -0.98 0.01
C 0.81819 0.58800 -1.98791 -0.84 1.27 -0.18
C -0.38133 0.84181 -0.97196 2.72 -0.27 -2.44
N 0.01036 1.94866 -0.10401 -3.05 -0.86 0.87
C -0.87195 2.88501 -0.00252 0.06 0.35 0.87
C -1.19065 3.40948 1.44403 1.39 1.21 -1.09
C -1.60804 3.59443 -1.17047 -0.75 -1.37 0.50
O -0.55908 -0.39285 -0.25810 -1.31 0.40 0.32
C -1.93679 -0.52028 0.06495 0.30 0.79 -0.16
O -2.15794 -1.57762 1.03570 0.37 1.08 -1.17
N -0.98545 -1.79593 1.72307 0.05 -0.99 0.83
O -1.08591 -2.79987 2.33552 0.18 0.44 -0.11
H 3.44376 0.62932 0.01465 -0.62 -0.17 -0.60
H 2.90410 -0.80626 -0.92102 -0.39 0.59 0.09
H 1.82800 -0.03427 0.33651 0.37 0.11 -0.77
H 0.86201 -0.46049 -2.34899 0.00 0.52 0.35
H 0.60021 1.25762 -2.85365 0.24 -0.64 0.48
H -1.30832 1.01016 -1.56791 0.53 0.09 0.33
H -0.30048 4.02961 1.73023 -0.67 -0.48 0.07
H -1.26778 2.58679 2.17712 -0.11 0.42 -0.58
H -2.05227 4.11007 1.44986 0.39 -0.67 0.07
H -2.66532 3.77568 -0.85881 0.85 0.34 -0.25
H -1.68065 2.95025 -2.07865 0.44 0.63 0.54
H -1.06038 4.53099 -1.39565 -0.43 -0.48 0.12
H -2.52712 -0.78852 -0.83791 0.22 -0.07 0.59
H -2.26951 0.47503 0.44235 -0.16 -0.82 0.19
C 2.08463 7.33994 -3.80578 0.03 0.10 0.02
C 2.46848 6.35526 -2.90964 -0.03 0.05 -0.06
C 2.08424 5.04820 -3.16500 -0.19 -0.31 -0.21
N 1.35846 4.67917 -4.22877 0.12 0.45 0.13
C 0.99963 5.64867 -5.07784 0.00 -0.39 0.11
C 1.33492 6.98306 -4.91504 0.04 0.02 0.07
H 2.36638 8.37315 -3.64177 -0.01 -0.03 0.00
H 3.05359 6.59542 -2.03185 -0.01 -0.04 -0.01
H 2.36350 4.24266 -2.49350 0.02 0.02 0.04
H 0.41160 5.32230 -5.92876 0.00 0.06 -0.03
H 1.01728 7.72335 -5.63729 -0.01 -0.04 0.00
C -1.88297 -5.72139 0.76159 0.02 -0.02 0.10
C -1.96160 -4.65337 -0.11740 0.01 -0.22 -0.08
C -2.19323 -4.92271 -1.45677 -0.05 -0.31 -0.24
N -2.34238 -6.15497 -1.95507 0.06 0.08 0.39
C -2.26061 -7.16936 -1.08776 -0.04 0.15 -0.33
C -2.03587 -7.00840 0.27018 0.00 0.09 0.02
H -1.70443 -5.55231 1.81678 0.00 0.02 -0.03
H -1.84765 -3.64077 0.22603 -0.07 -0.01 -0.06
H -2.26587 -4.11948 -2.18239 0.02 0.05 0.04
H -2.38299 -8.15690 -1.51915 0.01 -0.03 0.06
H -1.98134 -7.86759 0.92552 0.00 0.00 -0.04
C -3.51711 -0.62674 5.31420 -0.07 -0.05 0.03
C -3.54543 0.31389 6.33161 0.01 -0.06 -0.08
C -2.63297 1.35620 6.28716 0.29 0.16 -0.18
N -1.72119 1.50769 5.32048 -0.29 -0.29 -0.02
C -1.71237 0.58642 4.35115 0.12 0.29 0.15
C -2.58241 -0.49019 4.30034 -0.08 0.07 0.14
H -4.21427 -1.45600 5.31155 0.02 0.02 0.00
H -4.25940 0.24096 7.14117 0.03 0.03 0.00
H -2.61876 2.11780 7.05895 -0.05 -0.04 0.04
H -0.96060 0.73212 3.58090 0.00 -0.09 -0.03
H -2.53103 -1.20058 3.49237 -0.10 0.00 0.06
C 2.06612 -2.20321 5.17572 0.04 0.05 -0.01
C 1.00104 -3.02441 4.84061 0.06 0.09 0.00
C 0.67921 -4.06241 5.70034 0.11 -0.16 0.34
N 1.33795 -4.32308 6.83510 0.10 0.31 -0.25
C 2.36253 -3.51808 7.13571 -0.23 -0.28 0.06
C 2.76373 -2.45146 6.34758 -0.04 0.02 -0.08
H 2.34921 -1.37949 4.53106 -0.02 -0.02 0.01
H 0.43358 -2.86309 3.93455 0.07 -0.05 0.11
H -0.14776 -4.72975 5.48280 -0.01 0.03 -0.06
H 2.87949 -3.75372 8.05962 0.04 0.06 -0.01
H 3.60026 -1.83190 6.64280 -0.01 -0.03 0.02
C 3.08949 -0.49930 -7.06051 0.08 0.00 -0.05
C 1.80907 -1.02051 -7.16084 0.06 0.03 0.00
C 0.90094 -0.72507 -6.15746 -0.05 0.18 0.32
N 1.18728 0.03250 -5.09234 0.29 -0.15 -0.46
C 2.42969 0.52289 -5.01632 -0.35 0.02 0.20
C 3.41014 0.28991 -5.96733 -0.04 -0.08 -0.10
H 3.82873 -0.70607 -7.82511 -0.02 0.00 0.02
H 1.52179 -1.64179 -7.99873 -0.02 0.01 0.03
H -0.11334 -1.10757 -6.19364 0.02 -0.04 -0.07
H 2.63422 1.13128 -4.14098 0.06 0.00 -0.01
H 4.39869 0.71457 -5.85466 -0.03 0.01 0.03
```
Forces are in eV/Å.

spin multiplicity: 1
total charge: 0
electronic energy: -1926.78940 a.u.
HOMO: -8.98 eV
Kohn-Sham gap: 8.87 eV

---

The following is a DFT calculation (ωB97M-V/def2-TZVPD) of a gas-phase ion, C3H8NO2 (charge +1) in a non-equilibrium geometry.

The geometry in XYZ format:
```
14
Properties=species:S:1:pos:R:3:forces:R:3
N -0.30813 1.83783 -0.77830 -0.47 -1.27 -1.11
C 0.10962 0.35689 -0.82976 1.88 1.59 0.69
C -0.55658 -0.41193 0.27608 0.75 -3.05 -0.68
C 0.56269 -1.39184 0.84395 -0.52 3.23 2.89
O 1.71893 -1.07820 0.84098 0.27 -0.75 -1.42
O 0.07286 -2.22026 1.78887 -0.23 -1.15 -1.76
H -0.06689 2.23967 -1.68515 0.07 0.44 0.22
H 0.11459 2.36658 -0.01842 -0.12 -0.01 0.11
H -1.32690 1.79862 -0.72935 -0.02 0.71 0.27
H 1.20069 0.38135 -0.63629 -0.49 -0.01 0.36
H 0.14076 0.08683 -1.87206 -1.13 -0.61 -0.26
H -1.34193 -1.12825 0.00793 -0.20 0.61 -0.49
H -0.96343 0.16835 1.09432 0.30 0.29 0.26
H 0.64371 -3.00562 1.69719 -0.09 -0.02 0.93
```
Forces are in eV/Å.

energy above the lowest of the compared OMol25 structures with the same formula, charge and spin: 34.29 kcal/mol
spin multiplicity: 1
total charge: +1
electronic energy: -324.07262 a.u.
HOMO: -14.72 eV
Kohn-Sham gap: 10.76 eV

---

The following is a DFT calculation (ωB97M-V/def2-TZVPD) of a molecular structure, C24H42N2O25S6 in a non-equilibrium geometry.

The geometry in XYZ format:
```
99
Properties=species:S:1:pos:R:3:forces:R:3
O -6.90406 -0.74018 0.03720 5.33 -6.41 0.45
C -6.07564 -1.78699 0.12866 -1.15 2.86 -0.01
C -6.40689 -3.37280 0.54001 -0.03 2.89 -0.48
C -5.12606 -3.60085 1.53766 -0.34 0.37 0.50
C -4.94734 -5.01353 2.35014 -0.96 -0.03 0.05
C -5.17548 -6.36685 1.45341 -0.33 0.21 -0.54
C -3.91479 -6.78704 0.49308 -0.49 -1.22 -0.18
C -2.47551 -6.94409 1.26258 0.64 -0.35 -0.97
N -1.40200 -6.50977 0.24276 2.10 1.53 -0.88
C -0.68311 -7.38657 -0.80375 1.76 6.20 -0.11
C 0.29098 -6.30455 -1.56326 -2.58 0.77 2.98
C 0.09958 -4.80336 -0.92487 -3.21 -4.65 2.42
C -1.00434 -5.04918 0.26778 2.74 -2.44 -3.98
C -3.90120 -3.00976 0.62207 -1.56 0.20 -0.05
N -4.55017 -1.80174 -0.08488 -1.82 0.78 2.42
H -6.35223 -3.88524 -0.51718 -0.24 0.45 2.33
H -7.48808 -3.24728 0.99569 2.29 -0.97 -0.87
H -5.26799 -2.82801 2.42532 0.28 -1.31 -1.92
H -3.92907 -4.96028 2.92472 -1.83 -0.26 -1.16
H -5.79434 -5.02467 3.19124 1.85 0.09 -1.82
H -6.09720 -6.13884 0.73281 1.94 -0.53 1.55
H -5.52149 -7.29534 2.11728 0.99 2.12 -1.28
H -4.17745 -7.86674 0.05669 0.55 2.33 0.86
H -3.79694 -6.09924 -0.47558 -0.16 -1.26 2.44
H -2.34619 -6.28399 2.22023 -0.36 -1.19 -1.96
H -2.18922 -8.05114 1.55189 -0.94 2.22 -0.53
H -0.81286 -8.53829 -0.98288 0.06 2.77 0.69
H 1.04206 -6.50312 -2.44369 -1.83 0.18 2.03
H 0.58973 -3.76998 -1.19939 -1.08 -2.57 0.59
H -1.46132 -4.29800 1.04210 0.92 -1.88 -1.74
H -3.07895 -2.55236 1.32424 -1.19 -1.41 -1.60
H -3.59055 -3.71093 -0.26244 -0.10 1.03 2.19
H -4.08415 -0.99704 0.40310 -1.14 -0.41 -1.23
C -1.65930 1.51507 1.84143 -0.42 -0.07 -0.22
C -2.70691 1.98219 2.84841 0.44 0.63 -0.29
O -2.87824 0.88629 3.74419 0.52 -0.96 0.07
S -1.46151 0.09030 3.88464 0.21 0.64 -0.41
O -0.79789 0.55800 5.08130 -0.72 -1.03 -1.43
O -1.69400 -1.30841 3.60905 0.19 1.15 0.67
O -0.71632 0.75635 2.59663 -3.98 -2.35 2.06
H -2.10275 0.85520 1.08878 -0.07 0.05 -0.02
H -1.16340 2.35240 1.34319 0.01 -0.99 0.72
H -3.65513 2.24296 2.37232 0.07 -0.27 0.20
H -2.34320 2.83776 3.42724 -0.02 -0.01 -0.13
C -1.71548 5.87661 -2.35470 0.42 0.21 -0.71
C -0.89743 4.63759 -2.70875 -0.76 -0.16 -0.57
O -0.04337 4.42142 -1.58776 -0.20 0.71 1.23
S -0.81076 4.91191 -0.23463 0.19 0.39 -0.43
O -1.40535 3.75239 0.39237 0.61 2.36 -0.94
O 0.04977 5.83340 0.47016 -1.00 -1.44 -0.62
O -1.99739 5.76177 -0.96095 0.64 -0.95 0.71
H -1.13359 6.79079 -2.51031 -0.07 -0.08 -0.07
H -2.64450 5.93561 -2.92803 0.08 -0.06 0.33
H -0.31048 4.77251 -3.62038 0.16 0.03 0.30
H -1.54106 3.75824 -2.81743 0.02 0.12 -0.05
C 4.36926 2.55091 2.20236 0.44 0.36 -0.37
C 3.47847 3.75378 1.90347 0.16 0.15 0.69
O 2.42875 3.24608 1.08303 0.15 -0.95 -0.28
S 2.12455 1.70090 1.50767 -0.18 -0.03 0.25
O 0.99601 1.69526 2.41183 4.82 1.50 -1.91
O 2.18622 0.88022 0.32062 -0.41 1.03 1.47
O 3.47782 1.45170 2.38199 -0.86 0.30 -0.33
H 5.02301 2.32414 1.35398 -0.02 0.08 0.07
H 4.97667 2.69973 3.09911 -0.26 -0.19 -0.07
H 4.01709 4.55350 1.38957 -0.22 -0.21 -0.12
H 3.02911 4.14895 2.82067 0.12 0.00 -0.05
C 1.65765 -5.46347 3.02347 -0.66 0.08 -0.54
C 0.61004 -4.99635 4.03045 0.42 0.69 -0.17
O 0.43871 -6.09225 4.92624 0.72 -0.89 -0.16
S 1.85544 -6.88824 5.06668 0.18 -0.11 0.26
O 2.51906 -6.42054 6.26334 -0.73 -0.91 -1.52
O 1.62295 -8.28695 4.79109 0.29 1.71 0.64
O 2.60062 -6.22219 3.77867 -0.36 -0.21 1.14
H 1.21420 -6.12334 2.27082 -0.01 0.14 -0.01
H 2.15355 -4.62614 2.52523 0.07 -0.23 0.21
H -0.33818 -4.73558 3.55436 0.08 -0.24 0.18
H 0.97375 -4.14078 4.60928 -0.07 -0.01 -0.13
C 2.09682 7.53546 -2.18826 -0.11 -0.36 0.56
C 3.39382 6.73111 -2.16583 -0.18 0.41 0.14
O 3.42059 6.03147 -3.40783 -9.28 1.47 2.64
S 2.68135 6.93941 -4.54344 -0.30 0.78 0.14
O 3.69853 7.65356 -5.28267 -2.88 1.47 2.30
O 1.66397 6.13564 -5.18007 1.08 0.94 0.61
O 1.95443 7.99170 -3.53242 0.52 -0.27 -0.43
H 1.23608 6.90206 -1.95058 0.17 0.01 0.12
H 2.12496 8.38343 -1.49874 -0.03 0.00 -0.32
H 3.43539 6.03111 -1.32794 -0.09 -0.08 -0.32
H 4.26664 7.39168 -2.13150 0.01 -0.02 -0.01
C 6.37290 3.41578 -6.11212 0.38 -0.07 -0.55
C 7.37978 4.54595 -5.91557 0.20 -0.40 0.39
O 6.61359 5.74589 -5.99220 -0.74 -0.28 -0.48
S 5.11890 5.45848 -5.40592 1.25 -0.11 -0.07
O 5.08312 5.89507 -4.02780 7.92 -1.94 -5.40
O 4.15205 5.88308 -6.39148 2.29 -2.82 0.29
O 5.19530 3.83004 -5.42158 0.10 0.87 0.41
H 6.12132 3.29167 -7.17035 0.08 0.00 0.08
H 6.73556 2.46546 -5.71131 -0.24 0.20 0.10
H 8.16523 4.54080 -6.67506 -0.25 0.20 0.04
H 7.83545 4.49922 -4.92083 0.01 -0.09 -0.09
```
Forces are in eV/Å.

spin multiplicity: 1
total charge: 0
electronic energy: -5318.64253 a.u.
HOMO: -8.01 eV
Kohn-Sham gap: 8.02 eV